i.
# C2H4OS2

C2H4OS2 in the gas phase (the ωB97M-V functional and the def2-TZVPD basis, the Open Molecules 2025 dataset).

LUMO level = 0.348 eV
HOMO-LUMO gap = 0.3286 Ha

Bonds (Å) are listed after each position.
Atoms and positions in Å:
1 C 0.73199 0.26200 0.13172  S4 1.623, S5 1.654
2 C -1.91991 0.30754 0.23874  S5 1.829, H7 1.017, H8 1.045, H9 1.045
3 O 2.72113 -1.29958 -0.11620  S4 1.735, H6 1.041
4 S 2.35054 0.37426 0.14803  C1 1.623, O3 1.735
5 S -0.44857 1.37105 0.46493  C1 1.654, C2 1.829
6 H 3.09837 -1.36016 -1.08460  O3 1.041
7 H -2.71685 0.41435 0.86134  C2 1.017
8 H -1.61209 -0.67780 0.07633  C2 1.045
9 H -2.20462 0.60833 -0.72029  C2 1.045

Per-atom natural (NBO) charges, elementary charge units: C -0.65; C -0.73; O -0.86; S 0.68; S 0.40; H 0.48; H 0.22; H 0.24; H 0.21


ii.
# C2H4OS2

C2H4OS2 in the gas phase (the ωB97M-V functional and the def2-TZVPD basis, the Open Molecules 2025 dataset).

SMILES = OCC(=S)S
LUMO level = -0.317 eV
HOMO-LUMO gap = 0.3119 Ha

Bonds (Å) are listed after each position.
Atoms and positions in Å:
1 C 0.25203 -0.76215 -0.14266  C2 1.483, H4 1.136, H5 1.069, O7 1.357
2 C -0.74803 0.33138 -0.18911  C1 1.483, S8 1.766, S9 1.602
3 H 1.97009 -0.76912 0.68466  O7 0.988
4 H 0.19749 -1.41871 -1.06797  C1 1.136
5 H 0.13465 -1.44059 0.67521  C1 1.069
6 H -1.06681 2.55161 0.37819  S8 1.345
7 O 1.55731 -0.39110 -0.12903  C1 1.357, H3 0.988
8 S 0.00811 1.92606 -0.13291  C2 1.766, H6 1.345
9 S -2.30485 -0.02737 -0.07637  C2 1.602

Per-atom natural (NBO) charges, elementary charge units: C -0.15; C -0.31; H 0.48; H 0.20; H 0.20; H 0.14; O -0.71; S 0.11; S 0.04


Stability summary - winner: ii; margin: 38.2 kcal/mol.